Entry from the OMol25 dataset: a cluster of 2 separate species, CH3IO4S in total (ωB97M-V/def2-TZVPD).

## Properties
**Energy above the lowest of the compared OMol25 structures with the same formula, charge and spin**: 382.7 kJ/mol
**E_HOMO (spin up / spin down)**: -9.9817 / -9.6907 eV
**Gap between HOMO and LUMO (spin up / spin down)**: 8.6199 / 6.2536 eV

Cartesian coordinates (Å):
C (0.70453, 0.44445, -0.43202)
O (-1.64909, -4.74064, -1.22670)
O (-2.51109, -3.13608, 0.40691)
O (0.55890, -0.74868, -1.32888)
O (-0.64301, -0.76354, -1.82742)
S (-1.69728, -3.35945, -0.69875)
I (0.97926, -3.20068, -0.04044)
H (1.63718, 0.64198, -0.03812)
H (-0.07193, 0.33723, 0.24636)
H (0.34705, 1.26185, -1.18240)

Partial atomic charges computed with the Löwdin method, in multiples of e: 0.00 -0.48 -0.41 -0.40 -0.10 0.55 0.59 0.06 0.06 0.13



Entry from the OMol25 dataset: an isolated molecule of CH3IOS2 (ωB97M-V/def2-TZVPD).

## Properties
**Energy above the lowest of the compared OMol25 structures with the same formula, charge and spin**: 80.4 kJ/mol
**E_HOMO**: -9.3248 eV
**Gap between HOMO and LUMO**: 7.9200 eV

Cartesian coordinates (Å):
C (-1.30249, 0.15414, 0.11709)
O (0.90725, -1.26455, -0.50198)
S (-0.06316, 0.90725, 1.19035)
S (1.62826, -0.41064, 0.41809)
I (3.31717, 0.71134, -1.02617)
H (-2.02589, -0.12669, 0.86354)
H (-0.92100, -0.68743, -0.30060)
H (-1.54013, 0.71657, -0.76031)

Partial atomic charges computed with the Löwdin method, in multiples of e: -0.46 -0.68 0.53 0.22 0.35 0.03 -0.04 0.04



Entry from the OMol25 dataset: a structure of composition CH3IS2 (ωB97M-V/def2-TZVPD).

## Properties
**Energy above the lowest of the compared OMol25 structures with the same formula, charge and spin**: 209.4 kJ/mol
**Multiplicity**: 3
**E_HOMO (spin up / spin down)**: -7.3681 / -9.6199 eV
**Gap between HOMO and LUMO (spin up / spin down)**: 7.4440 / 6.9646 eV

Cartesian coordinates (Å):
C (1.62411, -0.91010, 0.40838)
S (0.00894, -3.31913, 0.23946)
S (1.44301, -2.27433, -0.51291)
I (3.06658, 0.50807, -0.04990)
H (1.01854, -0.72345, 1.28064)
H (-0.53028, 0.35061, -0.91451)
H (-0.90749, 0.78361, -0.38243)

Partial atomic charges computed with the Löwdin method, in multiples of e: -1.22 0.19 0.21 0.78 -0.03 0.03 0.05